Entry a
# C9H12N2

An isolated molecule of C9H12N2 (ωB97M-V/def2-TZVPD, the Open Molecules 2025 dataset).

```
! RIJCOSX wB97M-V def2-TZVPD def2/J DEFGRID3
* xyz 0 1
C -0.791 -0.677 3.016
C 0.371 0.051 3.187
C -1.237 -1.018 1.741
C 1.139 0.444 2.097
C -0.479 -0.625 0.661
C 0.718 0.092 0.831
C 0.067 0.010 -1.517
C 0.681 -0.690 -2.706
C -0.576 1.351 -1.848
N -0.734 -0.854 -0.693
N 1.341 0.326 -0.384
H -1.372 -0.967 3.879
H 0.687 0.329 4.182
H -2.165 -1.551 1.599
H 2.045 1.018 2.236
H 1.036 -1.675 -2.422
H 1.517 -0.113 -3.096
H -0.070 -0.792 -3.489
H -0.985 1.798 -0.941
H -1.385 1.215 -2.565
H 0.159 2.026 -2.278
H -1.707 -0.940 -0.951
H 1.743 1.240 -0.543
*
```

Properties
SMILES: CC1(C)Nc2ccccc2N1
HOMO-LUMO gap (eV): 8.11
HOMO (eV): -7.25
E_LUMO (eV): 0.86

---

Entry b
# C9H12N2

A structure of composition C9H12N2 (ωB97M-V/def2-TZVPD, the Open Molecules 2025 dataset).

```
! RIJCOSX wB97M-V def2-TZVPD def2/J DEFGRID3
* xyz 0 1
C 2.541 1.322 -0.589
C 0.590 -0.152 0.019
C 2.667 -1.377 0.760
C -0.872 -0.164 0.102
C -1.420 -1.036 -0.741
C -2.981 -1.007 -0.735
C -3.657 -0.076 0.083
C -2.951 0.836 0.718
C -1.497 0.905 0.818
H 3.465 0.970 0.167
H 2.306 2.620 -1.049
H 3.018 0.787 -1.516
H 0.557 1.642 -0.703
H 3.348 -1.343 -0.502
H 3.098 -0.520 1.153
H 3.056 -2.633 1.086
H -1.109 -2.039 -1.396
H -3.564 -1.497 -1.164
H -4.536 0.062 -0.051
H -3.375 1.439 1.746
H -1.125 1.469 1.566
N 1.208 0.972 -0.399
N 1.230 -1.177 0.625
*
```

Properties
HOMO-LUMO gap (eV): 8.64
HOMO (eV): -8.09
E_LUMO (eV): 0.54

---

Which structure is the most stable? The one labeled entry a.

---

Entry a
# C3H6BrIO

A structure of composition C3H6BrIO (ωB97M-V/def2-TZVPD, the Open Molecules 2025 dataset).

```
! RIJCOSX wB97M-V def2-TZVPD def2/J DEFGRID3
* xyz 0 1
C -1.370 -0.083 0.217
C -0.060 0.631 -0.240
C 1.161 -0.262 0.493
O 0.121 0.671 -1.584
Br 1.257 -2.053 -0.150
I 3.007 0.744 0.325
H -1.782 -1.078 -0.097
H -1.274 -0.352 1.266
H -2.247 0.606 0.088
H -0.095 1.674 0.147
H 0.950 -0.401 1.516
H 0.333 -0.097 -1.982
*
```

Properties
HOMO-LUMO gap (eV): 9.93
HOMO (eV): -9.58
E_LUMO (eV): 0.34

---

Entry b
# C3H6BrIO

A cluster of 2 separate species, C3H6BrIO in total (ωB97M-V/def2-TZVPD, the Open Molecules 2025 dataset).

```
! RIJCOSX wB97M-V def2-TZVPD def2/J DEFGRID3
* xyz 0 1
C 0.171 -0.691 -0.393
C -1.205 -0.405 -0.664
C -2.550 2.742 -1.393
O -3.778 2.357 -1.591
Br -2.479 -1.211 0.384
I -1.387 3.030 -3.523
H 0.801 -0.218 -1.083
H 0.620 -0.311 0.494
H 0.251 -1.792 -0.512
H -1.546 0.672 -0.600
H -1.518 -0.764 -1.653
H -4.170 2.093 -2.423
*
```

Properties
HOMO-LUMO gap (eV): 8.78
HOMO (eV): -9.45
E_LUMO (eV): -0.67

---

Which structure is the most stable? The one labeled entry a.

---

Entry a
# C4H7BrO

An isolated molecule of C4H7BrO (ωB97M-V/def2-TZVPD, the Open Molecules 2025 dataset).

```
! RIJCOSX wB97M-V def2-TZVPD def2/J DEFGRID3
* xyz 0 1
C -0.096 -0.654 -0.417
C -2.523 -0.778 0.403
C 1.846 0.747 0.630
C 0.881 0.486 -0.625
O -1.321 -0.305 -0.067
Br -4.133 0.251 0.067
H 0.075 -1.815 -0.439
H -2.622 -1.861 0.420
H 1.235 0.869 1.586
H 2.399 1.623 0.412
H 2.560 -0.173 0.556
H 1.520 0.336 -1.454
H 0.179 1.275 -1.073
*
```

Properties
HOMO-LUMO gap (alpha / beta) (eV): 8.36 / 7.65
HOMO (alpha / beta) (eV): -7.77 / -7.32
E_LUMO (alpha / beta) (eV): 0.59 / 0.33

---

Entry b
# C4H7BrO

A cluster of 2 separate species, C4H7BrO in total (ωB97M-V/def2-TZVPD, the Open Molecules 2025 dataset).

```
! RIJCOSX wB97M-V def2-TZVPD def2/J DEFGRID3
* xyz 0 1
C -0.141 -1.697 0.713
C 1.017 -1.413 0.546
C -1.500 -2.057 0.886
C 0.492 2.041 -1.189
O 1.249 2.333 -0.075
Br 2.727 -1.139 0.163
H 0.706 2.738 0.513
H -1.609 -2.458 1.891
H -1.804 -2.845 0.167
H -2.176 -1.232 0.768
H 1.228 1.524 -1.794
H 0.086 2.897 -1.728
H -0.275 1.307 -0.862
*
```

Properties
SMILES: CC#CBr.CO
HOMO-LUMO gap (eV): 10.10
HOMO (eV): -9.29
E_LUMO (eV): 0.81

---

Which structure is the most stable? The one labeled entry b.